The following is a DFT calculation (ωB97M-V/def2-TZVPD) of a cluster of 12 separate species, C72H130N12O10 in total in a non-equilibrium geometry.

XYZ file:
```
224
Properties=species:S:1:pos:R:3:forces:R:3
C 2.7560 3.2907 -6.6382 -1.6 0.7 -0.6
C 3.8247 2.2106 -6.5640 1.0 1.3 0.6
N 3.7826 1.2288 -7.6348 -1.3 0.2 -1.0
C 4.3291 1.7141 -8.9281 0.2 0.0 0.1
C 5.8434 1.9886 -8.7771 0.1 -0.1 -1.4
C 2.4558 0.5623 -7.8100 1.3 -0.4 0.9
C 2.2206 -0.3172 -6.5835 1.1 -0.7 0.0
H 2.6384 3.7481 -7.6573 0.7 -0.1 0.8
H 2.8134 4.1037 -5.8671 0.2 -0.8 -0.7
H 1.7564 2.8225 -6.5437 0.3 0.1 0.4
H 4.8190 2.7366 -6.6155 -0.8 -0.8 0.2
H 3.7490 1.7626 -5.5395 0.3 0.0 -0.9
H 4.1102 0.9579 -9.7326 0.5 0.3 1.0
H 3.8414 2.6231 -9.3639 0.1 -0.2 0.6
H 6.4026 1.1748 -8.3023 -0.4 0.2 0.3
H 6.2906 2.0366 -9.7860 -0.2 0.1 0.2
H 6.0766 2.9633 -8.3330 -0.1 -0.4 0.2
H 2.5931 0.0670 -8.7515 -0.2 -1.0 -0.3
H 1.5269 1.1258 -7.9349 0.3 0.9 0.0
H 3.0277 -1.0386 -6.3429 0.1 0.6 -0.5
H 1.3840 -0.9758 -6.6769 -1.1 0.0 0.0
H 2.1556 0.3342 -5.7159 -0.5 -0.1 0.2
C -3.2734 -4.5525 3.3704 1.3 -0.2 -0.3
C -2.8418 -3.2505 4.0778 -1.7 0.0 1.0
N -3.9970 -2.3561 4.3834 0.5 -0.1 0.0
C -4.7293 -1.7036 3.2827 0.9 0.3 0.3
C -3.8175 -1.1701 2.1940 -2.0 0.0 -1.9
C -5.0254 -2.9837 5.1550 -2.1 0.8 0.0
C -4.6389 -3.5814 6.4742 0.8 0.1 -0.6
H -4.1884 -4.3278 2.8258 -0.2 -0.4 0.0
H -3.3464 -5.4945 3.9762 -0.2 1.1 -0.3
H -2.4950 -4.7554 2.6135 -0.4 -0.2 0.1
H -2.2989 -3.3873 5.0257 -0.3 -0.3 -0.1
H -2.1524 -2.6656 3.5241 0.5 0.4 -1.0
H -5.5107 -2.4015 2.8713 0.5 0.8 0.1
H -5.2058 -0.8056 3.7327 -0.1 -0.8 -0.1
H -4.4207 -0.3943 1.6373 0.8 -0.4 0.5
H -2.8841 -0.7633 2.4946 0.7 0.5 0.5
H -3.6504 -1.9213 1.4214 0.4 -0.2 0.1
H -5.6336 -3.6905 4.5139 0.6 0.1 0.6
H -5.7669 -2.1518 5.3569 0.5 -0.8 -0.1
H -5.4497 -4.1627 6.8558 -0.5 -0.3 0.4
H -4.3582 -2.7957 7.1608 0.1 0.1 0.3
H -3.7783 -4.2230 6.3223 0.1 -0.3 0.3
C -3.2695 1.9264 -4.2505 1.1 0.9 -0.5
C -2.5042 1.0604 -5.2316 0.8 -1.5 0.3
N -2.7038 -0.4260 -4.9256 0.7 1.7 -0.3
C -3.9663 -0.8600 -5.4204 0.1 -1.1 -0.8
C -4.2079 -2.3090 -5.0486 0.9 -0.6 -1.3
C -1.6357 -1.2586 -5.4574 1.1 0.4 0.0
C -1.5434 -1.5221 -6.9472 -0.9 -0.5 -0.9
H -3.1028 3.0128 -4.4920 -0.5 -1.0 0.1
H -2.8611 1.7662 -3.2684 0.2 -0.1 0.5
H -4.3064 1.6602 -4.2097 -0.7 0.2 -0.1
H -2.7006 1.3219 -6.2712 -0.6 -0.2 -0.3
H -1.4223 1.2524 -5.1757 -0.2 0.0 0.4
H -4.7341 -0.2733 -4.9759 -0.8 0.6 0.2
H -4.0007 -0.7718 -6.5289 -0.3 0.2 0.3
H -5.0845 -2.6320 -5.5638 -0.9 -0.4 -0.2
H -3.3968 -3.0107 -5.3946 -0.7 0.8 0.4
H -4.3388 -2.4105 -4.0027 -0.1 -0.2 1.0
H -1.5641 -2.2557 -5.0223 -0.3 0.3 0.7
H -0.7262 -0.7018 -5.1940 0.2 -0.4 0.1
H -0.7081 -2.2424 -7.0898 -0.2 0.9 -0.3
H -1.4643 -0.5568 -7.4713 0.4 -0.5 -0.2
H -2.4316 -2.0644 -7.3925 0.7 0.6 0.7
C 1.6798 -0.2164 7.7474 -0.5 -0.7 0.3
C 0.5014 0.6893 8.0637 -0.1 -0.4 -0.2
N -0.2764 1.1130 6.8718 0.4 0.2 1.6
C -1.1891 0.0673 6.4151 0.1 0.3 0.3
C -1.5534 0.2941 4.9854 1.4 0.8 -1.0
C -1.0487 2.2602 7.3495 0.5 0.6 0.3
C -0.3066 3.6142 7.2618 1.1 -0.4 -0.4
H 2.4667 0.2769 7.2099 0.5 0.6 0.0
H 1.3354 -0.9844 7.0549 0.1 -0.4 0.2
H 2.0760 -0.6888 8.6750 -0.2 0.3 -0.7
H -0.1776 0.1717 8.7977 0.4 0.4 -0.4
H 0.8646 1.6118 8.5097 0.0 0.0 0.3
H -2.0539 0.0085 7.0791 -0.2 -0.2 0.1
H -0.6662 -0.8641 6.4377 0.3 -0.8 0.3
H -2.0500 -0.5379 4.5103 -0.2 -0.2 0.1
H -0.5420 0.4427 4.5034 -1.2 -0.1 0.0
H -2.1411 1.1978 4.8348 -0.1 0.1 0.0
H -1.8836 2.3396 6.7170 -1.2 0.2 -1.0
H -1.4860 2.0765 8.3626 0.4 0.1 -0.4
H -1.0426 4.4237 7.0869 0.7 -0.3 0.2
H 0.3835 3.8330 8.1013 -0.9 0.0 0.0
H 0.4476 3.5484 6.4289 -1.1 0.2 0.3
C 6.5220 -0.6613 3.0817 0.3 0.2 1.5
C 5.5114 -1.7498 3.2391 -1.5 0.5 0.6
N 4.3530 -1.5606 2.3607 0.5 -0.3 -0.6
C 3.5637 -2.7607 2.1880 -0.7 -0.8 1.9
C 4.3951 -3.9549 1.7507 0.4 0.2 1.3
C 3.6024 -0.3792 2.7207 1.0 1.5 1.4
C 3.2853 -0.2823 4.2501 -0.4 0.2 -1.5
H 7.0279 -0.6097 2.1589 0.3 -0.3 -1.4
H 7.2938 -0.8298 3.8296 0.2 0.2 0.2
H 6.1011 0.3144 3.2667 -0.2 0.4 0.2
H 5.9552 -2.6952 3.0576 0.5 -0.7 -0.3
H 5.1292 -1.7830 4.2993 0.6 -0.1 -0.7
H 3.0370 -3.0895 3.1555 0.6 0.5 -0.7
H 2.7180 -2.6119 1.5106 0.2 0.4 -0.2
H 4.9234 -3.7078 0.8743 0.8 0.3 -1.2
H 5.1511 -4.2619 2.5171 -0.9 0.1 -0.6
H 3.7683 -4.7835 1.5177 -0.6 -0.8 0.0
H 2.6652 -0.3919 2.2151 -0.7 0.0 -0.6
H 4.1685 0.5658 2.4013 -0.8 -1.2 0.3
H 4.1157 -0.0700 4.8735 1.0 0.1 0.4
H 2.8231 -1.1896 4.5604 -0.3 -0.9 0.4
H 2.5732 0.4874 4.4697 -0.5 0.6 -0.1
C 3.9418 -0.0432 -1.0072 0.4 1.2 -1.2
C 3.0204 1.1805 -1.0846 0.0 0.2 -0.9
N 1.6020 0.8650 -1.2121 0.0 -1.1 0.3
C 1.0648 0.3045 0.0249 -1.3 1.5 -0.8
C -0.3262 -0.3560 -0.0034 0.5 -0.8 -1.1
C 0.8289 1.9469 -1.7529 0.5 1.2 0.3
C 0.9269 1.9493 -3.2533 -0.1 -0.4 -1.1
H 4.9586 0.3652 -1.2547 -0.6 -0.7 0.7
H 3.7050 -0.6995 -1.8522 -0.1 -0.1 0.3
H 3.8933 -0.5490 -0.0524 0.3 -0.2 0.1
H 3.1530 1.8194 -0.2075 0.3 0.3 0.2
H 3.3312 1.7693 -1.9937 -0.4 -0.4 0.9
H 1.7669 -0.3820 0.3812 1.0 -1.5 0.4
H 1.0446 1.0455 0.8251 0.0 0.6 0.1
H -1.2252 0.1862 -0.3380 0.7 0.3 -0.1
H -0.2963 -1.3107 -0.6057 -0.1 0.8 0.8
H -0.4984 -0.5450 1.0370 -0.4 -0.7 0.7
H 1.2149 2.9591 -1.3919 -0.5 -0.9 0.0
H -0.1914 1.8200 -1.4067 -0.2 0.2 -0.1
H 0.7894 0.9268 -3.6532 -0.2 0.4 0.2
H 1.9309 2.2301 -3.5864 -0.1 0.2 0.0
H 0.2006 2.6177 -3.7412 0.2 -0.1 0.2
C -7.3237 2.8702 0.9488 0.1 1.3 0.5
C -6.3990 3.9343 0.3482 0.7 -0.1 1.5
N -5.2130 3.4583 -0.3864 -2.8 0.7 -0.5
C -4.8268 4.5686 -1.3045 0.6 -0.3 1.4
C -5.6732 4.8684 -2.5661 0.7 -0.8 1.0
C -4.1909 3.0430 0.5430 0.9 -1.0 -1.9
C -3.1643 2.1800 -0.2197 0.3 -0.9 3.2
H -7.6053 2.1266 0.2626 -0.3 -0.9 -1.1
H -8.2323 3.3439 1.3259 0.0 0.1 -0.2
H -6.9236 2.3816 1.8089 0.7 -0.4 0.6
H -6.9974 4.5740 -0.2900 0.1 0.1 -0.1
H -5.9579 4.5561 1.2027 -0.9 -0.2 -0.8
H -4.7766 5.5153 -0.7069 0.4 -0.4 -0.2
H -3.8298 4.1814 -1.5070 0.3 1.1 -1.0
H -5.7913 3.9327 -3.0709 0.2 -0.5 -0.9
H -6.6874 5.1881 -2.3793 -0.2 0.4 0.4
H -5.1508 5.6227 -3.1583 -0.1 -0.2 -0.1
H -4.5580 2.3773 1.3047 -0.7 0.1 0.4
H -3.7055 3.8616 1.0193 0.5 1.2 0.6
H -3.6440 1.2110 -0.3544 0.2 0.0 -0.5
H -2.2729 1.9962 0.4636 -0.9 0.2 -0.9
H -2.8336 2.6070 -1.1107 0.6 0.5 -1.5
C 0.1449 -6.2685 1.9176 0.8 -0.7 -0.2
C -0.0730 -5.0294 1.3390 -0.4 -1.5 -1.5
C -0.0672 -3.8942 2.0621 0.8 -1.8 1.4
C 0.3431 -4.0482 3.3751 0.3 0.9 0.4
C 0.7441 -5.2227 4.0134 -1.2 -0.2 -1.3
C 0.5602 -6.3950 3.2456 0.3 0.6 0.3
N 0.4664 -2.7739 4.0855 0.6 -0.7 1.2
O 0.8884 -2.8215 5.2321 -0.2 0.2 -0.1
O 0.1806 -1.7601 3.5053 -0.1 0.7 -0.3
H 0.1020 -7.1164 1.2192 0.0 0.1 0.7
H -0.2519 -5.0102 0.2653 -0.2 0.1 0.2
H -0.3320 -3.0123 1.6117 -0.4 2.2 -0.6
H 1.0464 -5.1909 5.0529 0.1 -0.1 -0.2
H 0.8261 -7.3564 3.6802 -0.2 0.1 -0.2
C 2.2352 -3.7317 -1.2673 0.2 -1.4 -0.6
C 2.3327 -5.0437 -1.7657 0.3 0.1 0.2
C 1.8441 -5.3411 -3.0281 0.6 -1.8 -0.8
C 1.3132 -4.3637 -3.8049 0.7 1.3 -0.1
C 1.2348 -3.0374 -3.3193 -0.4 -1.2 -1.5
C 1.6964 -2.7370 -2.0799 0.2 -1.0 1.4
N 0.8990 -4.7129 -5.2064 0.3 -1.9 2.6
O 0.0247 -4.0331 -5.6091 -1.8 2.0 -1.9
O 1.2619 -5.7627 -5.7009 0.6 0.4 0.0
H 2.5916 -3.4956 -0.2796 0.1 0.0 0.1
H 2.8671 -5.8847 -1.3076 -0.4 0.7 0.5
H 1.9627 -6.3562 -3.4926 -0.1 1.1 0.7
H 0.7874 -2.2866 -3.9200 -0.3 0.6 -0.6
H 1.6022 -1.7857 -1.6268 -0.1 1.1 -0.2
C -0.3994 3.9505 1.8551 0.2 0.2 1.5
C 0.1123 2.8688 2.5440 1.1 1.1 0.0
C 1.1834 3.0778 3.4121 -0.2 -0.5 0.0
C 1.7286 4.3110 3.5309 -0.6 2.1 -0.6
C 1.2053 5.4487 2.8760 -0.4 -2.4 0.9
C 0.0720 5.2399 2.1409 0.4 -1.0 -0.8
N 2.9027 4.5006 4.3641 0.9 -0.1 -0.7
O 3.4238 5.5910 4.4335 -0.3 1.0 0.0
O 3.4067 3.5181 4.8346 0.2 -1.3 0.9
H -1.2600 3.8427 1.2454 -0.5 -0.1 -0.7
H -0.1633 1.8768 2.3469 -0.8 -1.1 0.0
H 1.6258 2.3193 4.0195 0.0 -0.7 0.0
H 1.6270 6.3777 3.0663 0.6 1.6 0.1
H -0.3981 6.0287 1.6380 -0.5 1.2 -0.5
C 5.5824 3.7321 1.1908 1.1 -1.7 1.6
C 5.9626 2.9815 0.0765 -1.1 2.1 0.1
C 5.6148 3.4325 -1.1635 -0.4 0.7 0.0
C 4.9187 4.6565 -1.2011 1.1 -1.1 -1.1
C 4.6510 5.4422 -0.1200 -0.8 0.1 0.6
C 4.9325 4.9378 1.1313 0.2 -0.1 0.5
N 4.4921 5.1284 -2.5029 -1.2 0.0 -0.5
O 3.9406 6.2204 -2.5186 0.4 -0.4 -0.7
O 4.5856 4.3583 -3.4549 0.1 0.8 0.4
H 5.8832 3.2882 2.1648 -0.4 0.6 -0.6
H 6.5267 2.1246 0.1404 1.1 -1.9 0.5
H 5.8985 2.8508 -2.0307 -0.3 0.4 -0.2
H 4.1117 6.3628 -0.2250 0.0 0.3 -0.2
H 4.6718 5.4464 2.0586 0.1 0.1 -0.3
C -2.1091 -3.6674 -2.2906 -0.9 -0.7 0.9
C -2.2727 -2.3053 -2.2636 0.3 1.5 0.2
C -3.3989 -1.6908 -1.6673 -0.2 -1.9 -0.9
C -4.3776 -2.5592 -1.2125 1.3 -1.0 0.5
C -4.2065 -3.9545 -1.0908 1.6 1.7 -1.3
C -3.0648 -4.4955 -1.6528 -0.1 -0.3 -0.5
N -5.5900 -2.0281 -0.6675 -0.1 0.6 -0.2
O -6.0561 -1.0447 -1.1951 -0.3 0.6 -0.2
O -6.0553 -2.5963 0.2850 -0.7 -0.5 0.9
H -1.2454 -4.1171 -2.7498 0.1 0.0 -0.2
H -1.5035 -1.6621 -2.7151 -0.5 -0.3 0.2
H -3.6259 -0.6502 -1.7008 0.2 0.6 -0.1
H -4.9332 -4.5369 -0.6253 -1.1 -0.8 0.6
H -2.9924 -5.5911 -1.6872 0.3 0.5 0.1
```
Forces are in eV/Å.

Spin multiplicity   1
Frontier orbital gap   7.364 eV
Total energy   -4230.22608 hartree
Total charge   0
Lowest unoccupied orbital energy   -0.91 eV

Here are the Mulliken charges for atoms 1 to 4, given in e: atom 1 (C): -0.726, atom 2 (C): -0.411, atom 3 (N): 0.195, atom 4 (C): -0.318